No. 1
9
Properties=species:S:1:pos:R:3:mulliken_charge:R:1 method="wB97M-V/def2-TZVPD" gap_ev=9.85 spin_multiplicity=1 lumo_ev=1.14 smiles=CSC
S -0.344 -0.037 -0.570 -0.06
C -0.908 -0.002 1.243 -0.82
C 1.511 0.068 -0.257 -0.85
H -0.891 -0.940 1.772 0.29
H -1.945 0.319 1.118 0.29
H 2.003 -0.227 -1.201 0.29
H -0.436 0.839 1.753 0.28
H 1.889 -0.718 0.394 0.30
H 1.850 1.080 -0.041 0.29



No. 2
9
Properties=species:S:1:pos:R:3:mulliken_charge:R:1 method="wB97M-V/def2-TZVPD" gap_ev=9.61 spin_multiplicity=1 lumo_ev=1.15 smiles=CSC
S -0.558 -0.222 -0.971 -0.07
C -1.223 0.441 0.620 -0.74
C 1.144 -0.420 -0.627 -0.88
H 1.581 -0.798 -1.553 0.27
H 1.453 -1.174 0.115 0.32
H -0.400 0.611 1.304 0.26
H -1.962 -0.253 1.007 0.26
H -1.747 1.368 0.404 0.26
H 1.712 0.446 -0.298 0.32



No. 3
10
Properties=species:S:1:pos:R:3:mulliken_spin:R:1 method="wB97M-V/def2-TZVPD" s_squared=0.754 gap_ev="4.74 / 6.59" charge=-1 spin_multiplicity=2 lumo_ev="4.21 / 3.88"
S 1.088 1.215 -1.011 0.50
S 1.179 -1.149 -0.947 0.48
C 0.327 1.553 0.629 -0.02
C -0.516 -1.568 -0.457 -0.03
H 0.271 0.721 1.330 0.01
H 0.950 2.330 1.069 0.03
H -1.227 -0.779 -0.691 0.00
H -0.619 -1.789 0.616 0.00
H -0.644 1.969 0.392 0.00
H -0.810 -2.504 -0.931 0.04



No. 4
10
Properties=species:S:1:pos:R:3:mulliken_charge:R:1 method="wB97M-V/def2-TZVPD" gap_ev=9.97 spin_multiplicity=1 lumo_ev=0.80 smiles=SCCS
S -2.059 -0.369 -0.788 -0.23
S 1.962 0.533 0.864 -0.22
C 0.642 -0.170 -0.282 -0.72
C -0.693 0.239 0.229 -0.49
H 0.947 0.236 -1.234 0.39
H -0.854 -0.014 1.252 0.35
H 1.422 0.242 2.030 0.10
H -1.307 -0.690 -1.805 0.10
H -0.884 1.238 -0.001 0.33
H 0.825 -1.245 -0.264 0.38



No. 5
10
Properties=species:S:1:pos:R:3:mulliken_charge:R:1 method="wB97M-V/def2-TZVPD" gap_ev=9.38 spin_multiplicity=1 lumo_ev=0.32 smiles="C=C.SS"
S -2.153 0.120 1.009 -0.16
S -1.247 1.429 2.342 -0.18
C 0.881 -0.132 -1.072 -0.37
C 1.656 -1.191 -1.126 -0.50
H 1.600 -1.969 -1.865 0.24
H 0.183 0.194 -1.836 0.26
H 0.964 0.572 -0.245 0.16
H -0.889 2.331 1.415 0.16
H 2.313 -1.478 -0.303 0.21
H -3.309 0.123 1.681 0.17



No. 6
10
Properties=species:S:1:pos:R:3:mulliken_charge:R:1 method="wB97M-V/def2-TZVPD" gap_ev=8.93 spin_multiplicity=1 lumo_ev=0.28 smiles="C=C.SS"
S 0.465 -1.081 2.570 -0.13
S 1.804 -0.207 1.222 -0.19
C -0.566 0.035 -1.079 -0.57
C -0.679 1.318 -0.746 -0.36
H -1.585 1.887 -0.903 0.25
H 0.204 1.816 -0.367 0.18
H -1.457 -0.530 -1.332 0.24
H -0.347 -1.687 1.693 0.15
H 0.393 -0.371 -1.367 0.29
H 1.768 -1.179 0.310 0.15



No. 7
9
Properties=species:S:1:pos:R:3:mulliken_charge:R:1 method="wB97M-V/def2-TZVPD" gap_ev=9.48 spin_multiplicity=1 lumo_ev=0.76 smiles=CC[SeH]
Se 2.137 0.220 -0.047 -0.10
C -0.929 0.479 -0.097 -0.79
C 0.204 -0.393 0.408 -0.80
H 0.309 -1.326 -0.116 0.38
H 1.695 -0.376 -1.332 0.10
H -0.942 0.605 -1.162 0.31
H 0.110 -0.630 1.555 0.33
H -0.774 1.382 0.459 0.27
H -1.810 0.039 0.331 0.31



No. 8
119
Properties=species:S:1:pos:R:3:mulliken_charge:R:1 method="wB97M-V/def2-TZVPD" gap_ev=7.40 charge=-1 spin_multiplicity=1 lumo_ev=0.76
O 2.672 2.086 -1.348 0.02
O 3.566 -0.784 1.547 -0.69
O -3.552 -1.642 1.962 -0.46
O -2.054 0.063 -3.530 -0.60
O -0.119 0.824 -1.323 0.19
O 0.025 -1.174 -5.948 -0.59
O 0.349 -4.366 -1.071 -0.51
O -5.955 -0.662 0.975 -0.63
O 2.793 4.201 -3.115 -0.74
O 1.721 -2.642 6.328 -0.62
O -2.442 2.710 -3.834 -0.74
O -5.557 -4.201 0.578 -0.68
O 0.432 -4.118 1.762 -0.61
O 5.255 2.795 -0.284 -0.69
O 0.169 -3.116 4.311 -0.67
O 2.150 2.715 -5.510 -0.70
O 3.020 -3.385 1.393 -0.78
O -0.515 2.646 4.909 -0.70
O -4.630 0.719 -2.026 -0.72
O 0.099 3.591 -2.562 -0.76
O -2.516 3.891 1.248 -0.73
O 0.724 0.917 -4.088 -0.41
O -2.966 1.267 0.223 -0.18
O 0.356 -0.328 4.071 -0.33
O -3.676 -2.222 -2.756 -0.60
O 6.095 -0.330 -0.267 -0.58
O -2.174 0.618 2.968 -0.43
O 2.462 2.978 1.897 -0.42
O 4.160 0.734 -3.260 -0.55
O -6.192 -2.273 -1.232 -0.71
O 0.546 4.503 3.165 -0.70
O 3.993 -5.851 1.760 -0.67
O -2.527 -3.185 -0.474 -0.59
O 3.569 0.337 4.141 -0.68
O -6.167 2.020 1.830 -0.62
O 0.112 3.034 0.565 0.54
O 5.172 -2.293 -1.965 -0.61
O 0.684 6.280 0.206 -0.71
C -0.383 -0.733 0.595 0.60
C 0.216 -0.398 -0.716 0.16
H 3.028 -2.435 1.281 0.37
H -0.512 1.860 4.363 0.35
H 0.349 -5.292 -1.315 0.24
H 0.552 -1.262 4.150 0.26
H 3.271 -0.072 0.981 0.22
H -2.837 -2.608 -1.172 0.39
H 3.034 1.563 -2.064 0.39
H -6.129 -1.152 0.171 0.44
H 4.915 -5.702 1.553 0.28
H 1.260 -2.799 7.153 0.30
H -2.087 1.239 -0.155 0.06
H -4.633 -4.294 0.349 0.28
H 4.389 -1.077 1.156 0.27
H 1.006 -3.968 -1.642 0.25
H 3.057 3.505 -2.514 0.25
H 0.080 2.737 -2.129 0.30
H 5.250 3.563 -0.855 0.32
H 2.091 -3.615 1.423 0.64
H -5.674 1.223 1.632 0.31
H 4.762 -1.950 -2.759 0.30
H 2.629 0.251 4.296 0.30
H -1.434 -0.988 0.459 -0.36
H 0.030 2.428 -0.171 -0.24
H 0.644 3.945 2.394 0.22
H 0.465 0.104 -4.521 0.16
H 6.923 -0.702 0.038 0.26
H -2.734 -0.147 3.097 0.27
H 0.281 -3.411 3.407 0.36
H 0.922 2.771 1.003 0.12
H -0.202 2.347 5.763 0.28
H 2.442 3.421 -4.934 0.39
H -3.213 3.243 1.145 0.35
H -5.274 -1.166 1.420 0.34
H -3.870 -2.875 -3.429 0.27
H -3.293 -1.488 -3.237 0.18
H -5.640 -4.639 1.425 0.30
H 0.257 -3.801 0.877 0.20
H 1.011 3.702 -2.832 0.35
H 3.173 3.594 1.722 0.19
H -3.518 0.819 -0.419 0.03
H -0.843 -1.327 -5.575 0.26
H 0.716 5.325 0.258 0.26
H 1.854 1.646 -1.120 -0.25
H 1.255 -0.339 -0.393 -0.27
H -3.569 -2.418 2.521 0.18
H 0.022 -4.983 1.792 0.18
H 3.627 -4.974 1.873 0.41
H -5.462 -2.452 -1.825 0.29
H -0.428 -3.756 4.700 0.28
H 5.366 -1.517 -1.440 0.39
H 4.402 2.385 -0.424 0.27
H 1.743 2.078 -4.922 0.33
H 0.196 -1.523 1.073 -0.20
H 6.225 0.617 -0.219 0.23
H -3.093 -1.926 1.171 0.11
H -0.249 6.486 0.148 0.32
H -1.712 3.414 1.041 0.22
H 0.141 -1.193 -1.458 0.17
H 5.104 0.656 -3.392 0.22
H -0.301 0.032 1.367 -0.12
H 0.209 -1.963 -6.458 0.26
H -0.486 -0.297 3.617 0.21
H -2.062 0.942 -3.909 0.36
H -4.939 -0.179 -2.150 0.28
H -1.387 0.102 -2.845 0.00
H 3.697 0.003 3.252 0.40
H -3.020 3.072 -3.163 0.33
H 1.052 -2.760 5.654 0.44
H -1.582 3.080 -3.635 0.30
H -2.287 0.845 2.045 0.08
H -3.778 0.741 -2.461 0.38
H 2.716 2.545 2.712 0.24
H 2.721 4.981 -2.564 0.29
H 0.367 3.894 3.881 0.38
H 0.588 0.746 -3.156 0.30
H -6.429 2.359 0.974 0.30
H -1.694 -3.528 -0.797 0.31
H -6.150 -2.974 -0.581 0.42
H 3.782 0.058 -3.824 0.21



No. 9
13
Properties=species:S:1:pos:R:3:mulliken_charge:R:1 method="wB97M-V/def2-TZVPD" gap_ev=9.37 spin_multiplicity=1 lumo_ev=0.22
S -0.709 1.387 -0.413 -0.28
O -2.924 -0.003 -1.311 -0.52
O -1.378 -1.219 0.117 -0.49
C 0.888 0.557 1.115 -0.49
C 2.132 0.235 0.206 -0.74
B -1.734 -0.068 -0.598 0.56
H 0.741 1.263 1.920 0.39
H 3.152 0.100 0.737 0.29
H 0.371 -0.402 1.495 0.18
H 1.908 -0.717 -0.263 0.25
H -1.677 -2.076 -0.111 0.29
H 2.211 0.930 -0.654 0.26
H -2.980 0.013 -2.239 0.30



No. 10
14
Properties=species:S:1:pos:R:3:mulliken_charge:R:1 method="wB97M-V/def2-TZVPD" gap_ev=8.87 spin_multiplicity=1 lumo_ev=0.15 smiles="CN(C)P(=N)(Cl)Cl"
Cl -0.252 -0.809 2.868 -0.19
Cl -2.427 -1.572 0.720 -0.19
P -1.116 -0.197 1.174 0.81
N 0.506 -0.565 -0.234 -0.27
N -1.865 1.159 1.138 -0.60
C 0.086 -0.682 -1.588 -0.82
C 1.406 0.519 0.044 -0.86
H -0.313 0.243 -2.027 0.33
H -1.337 1.984 1.346 0.25
H -0.649 -1.482 -1.673 0.29
H 0.976 -0.976 -2.158 0.33
H 2.423 0.194 -0.192 0.34
H 1.186 1.430 -0.528 0.29
H 1.374 0.755 1.109 0.29



Across the entries above, strongest force on any atom takes the values 2.56, 2.13, 1.83, 2.46, 1.25, 1.34, 2.38, 2.41, 3.32, 4.46 eV/Å, respectively.
Across the entries above, ΔE to the lowest compared entry with this formula, charge and spin takes the values 33.0, 22.8, 3.4, 63.4, 121.3, 160.4, 11.6, 0.0, 48.6, 99.0 kJ/mol, respectively.